Record 1
19
Properties=species:S:1:pos:R:3:forces:R:3:lowdin_charge:R:1 method="wB97M-V/def2-TZVPD" total_charge=0 energy_ev=-8458.137 e_above_lowest_kj_mol=599.85 orbital_gap_ev=8.088 homo_energy_ev=-7.04
C -2.104537 -1.099774 -0.359424 0.0147 -0.0021 0.0334 -0.07
C -1.155275 0.056327 -0.474905 0.0143 -0.0669 -0.0772 -0.32
C -1.445910 1.298489 0.142455 -0.1909 0.2099 -0.0483 -0.09
C 0.515081 -0.889883 0.512965 -0.0483 -0.0751 0.1129 -0.19
O 1.338686 -1.280778 -0.595599 -0.0067 -0.0842 -0.1269 -0.07
C 1.899540 -0.411508 0.376010 0.1977 0.2165 0.1645 -0.36
C 2.235294 0.988373 -0.079058 -0.0327 0.0466 -0.0675 -0.04
H -2.933386 -0.896587 -1.047757 0.0846 -0.0348 0.0615 0.09
H -1.637198 -2.049354 -0.630331 -0.0430 0.1666 0.0401 0.09
H -2.520504 -1.170598 0.649145 0.0628 0.0269 -0.1222 0.09
H -0.500506 0.043513 -1.344834 -0.1223 0.0508 0.0913 0.13
H -2.260877 1.364348 0.853648 0.0895 -0.0212 -0.0973 0.06
H -0.955369 2.204007 -0.194140 -0.0643 -0.1423 0.0519 0.06
H -0.443329 0.390572 0.584039 0.2201 -0.2124 0.0336 0.15
H 0.327446 -1.709735 1.216304 -0.0290 0.0948 -0.0413 0.11
H 2.668369 -0.886357 0.991369 -0.1102 0.0481 -0.0866 0.13
H 1.463552 1.373979 -0.751816 0.0819 -0.0425 0.1003 0.07
H 3.186256 1.002783 -0.620900 -0.0982 -0.0413 0.0653 0.08
H 2.322674 1.672181 0.772830 -0.0202 -0.1373 -0.0876 0.08

---

Record 2
19
Properties=species:S:1:pos:R:3:forces:R:3:lowdin_charge:R:1 method="wB97M-V/def2-TZVPD" total_charge=0 energy_ev=-8462.718 e_above_lowest_kj_mol=157.82 orbital_gap_ev=10.745 smiles=C[C@@H]1OCC[C@@H]1C homo_energy_ev=-9.59
C -0.797078 0.996467 -1.561737 -0.1541 -0.0018 0.1541 -0.04
C -0.758216 -0.220786 -0.642536 0.1036 -0.2153 -0.1855 -0.34
O -1.722260 -0.165615 0.448222 -0.3444 -1.1868 0.2361 -0.16
C -1.082427 -1.041411 1.499628 -0.8495 0.4908 -0.7393 -0.14
C 0.216970 -0.296564 1.464416 -0.2317 0.6161 -0.0498 -0.16
C 0.653568 -0.467251 0.021850 -0.0274 0.0518 -0.0391 -0.32
C 1.805405 0.462837 -0.340569 -0.0074 0.0904 -0.1174 -0.08
H -0.467413 1.914028 -1.064063 -0.1110 -0.1561 0.0456 0.08
H -0.125364 0.833802 -2.418341 -0.1888 -0.0605 0.2859 0.08
H -1.798946 1.162177 -1.961458 0.0021 -0.0349 0.0982 0.08
H -1.061462 -1.100005 -1.217873 0.2595 -0.0299 -0.1749 0.14
H -1.559759 -1.009304 2.491208 -0.3791 0.3360 -0.7044 0.12
H -1.138605 -2.054720 1.095057 0.3524 -0.1227 0.2112 0.12
H -0.394109 0.630988 1.391865 1.8384 0.6870 0.9352 0.13
H 0.937604 -0.246215 2.282388 -0.0455 -0.5824 -0.1845 0.13
H 0.958137 -1.496363 -0.223018 -0.0494 0.1599 0.3044 0.14
H 2.716297 0.149533 0.185576 -0.1987 0.0306 -0.0915 0.08
H 2.025591 0.455217 -1.411757 -0.0033 0.0206 0.0886 0.07
H 1.592068 1.493183 -0.038858 0.0344 -0.0928 -0.0728 0.08

---

Record 3
19
Properties=species:S:1:pos:R:3:forces:R:3:lowdin_charge:R:1 method="wB97M-V/def2-TZVPD" total_charge=0 energy_ev=-8460.636 e_above_lowest_kj_mol=358.77 orbital_gap_ev=9.779 homo_energy_ev=-8.79
C 0.848633 -0.902586 -1.714266 0.0818 0.0112 0.0305 -0.07
C 0.052337 -0.365684 -0.541455 -0.1158 0.2919 -0.0253 -0.43
C -1.345602 -0.938085 -0.394388 -0.0013 -0.0256 0.0457 -0.07
C 0.307400 0.950306 -0.144252 0.0637 -0.1761 -0.3562 -0.15
C -0.507059 1.726395 0.844774 -0.0538 0.0060 0.0694 -0.11
C 0.471542 1.042306 1.723903 0.0038 0.0384 0.2602 -0.33
O 0.237873 -0.052058 2.323862 0.1642 0.0579 -0.1489 -0.10
H 1.859929 -0.483945 -1.736714 -0.1705 -0.0573 0.0062 0.08
H 0.925499 -1.992933 -1.687765 -0.0377 0.1261 0.0200 0.08
H 0.341388 -0.625730 -2.646092 0.0708 -0.0462 0.0914 0.09
H 0.622424 -1.256236 0.575983 0.1562 -0.0688 0.0514 0.12
H -1.355016 -2.007643 -0.628147 0.0179 0.1653 0.0335 0.08
H -2.025508 -0.426147 -1.086691 0.0724 -0.0679 0.0874 0.09
H -1.718049 -0.810412 0.625516 0.0342 -0.0080 -0.1830 0.08
H 1.183994 1.442704 -0.556264 -0.1205 -0.0817 0.0580 0.12
H -0.395361 2.806752 0.769324 -0.0036 -0.1533 -0.0030 0.11
H -1.540622 1.413799 0.978000 0.1409 0.0186 -0.0234 0.11
H 1.442580 1.538176 1.861080 -0.1281 -0.0879 -0.0283 0.14
H 0.593620 -1.058977 1.433591 -0.1745 0.0574 0.0143 0.14

---

Record 4
19
Properties=species:S:1:pos:R:3:forces:R:3:lowdin_charge:R:1 method="wB97M-V/def2-TZVPD" total_charge=0 energy_ev=-8457.098 e_above_lowest_kj_mol=700.10 orbital_gap_ev=5.226 homo_energy_ev=-6.50
C -1.774363 -1.304594 -0.524275 -3.2698 -2.9015 0.2380 -0.09
C -0.787125 -0.248931 -0.931862 -0.4850 1.1520 -0.8027 -0.34
C -1.954216 0.481522 -0.894481 1.4696 2.1386 -0.3329 0.09
C 1.031615 1.262537 -0.345982 0.2622 -1.4749 -0.9728 -0.07
C 0.486103 -0.060183 -0.530341 3.4943 2.2850 1.2488 -0.39
C 1.409841 -1.183723 -0.192682 0.1189 0.3163 1.6341 -0.07
H -1.212191 -2.227365 -0.259746 0.6418 0.7844 -0.2891 0.15
H -2.487874 -1.761890 -1.252238 0.5372 0.5577 -0.0613 0.11
H -2.388451 -1.267312 0.396784 0.1464 0.5096 0.2640 0.11
H -2.330097 0.985964 -1.831272 -0.7033 -1.6725 0.5898 0.14
H -2.291601 0.993556 0.028600 -0.1378 -0.5877 -0.0961 0.12
H 2.073520 1.619289 -0.690414 -1.7527 -1.0059 0.9639 0.08
H 0.276667 1.995295 -0.184083 -0.3677 1.0642 -0.6119 0.02
H 1.090475 -1.634357 0.794257 0.3330 0.6825 -0.7004 0.10
H 2.426571 -0.739505 -0.021485 -0.8375 -0.8597 -0.4263 0.09
H 1.338173 -2.000734 -0.864821 0.4565 -0.7285 -1.0046 0.06
H 2.202226 1.069615 2.514493 -0.8077 -0.1978 0.3491 0.03
H 1.040983 1.336542 1.594630 0.0912 -0.9133 1.2474 -0.01
O 1.223809 0.993891 2.536630 0.8103 0.8517 -1.2372 -0.14

---

Record 5
19
Properties=species:S:1:pos:R:3:forces:R:3:lowdin_charge:R:1 method="wB97M-V/def2-TZVPD" total_charge=0 energy_ev=-8462.480 e_above_lowest_kj_mol=180.78 orbital_gap_ev=10.591 smiles=C[C@@H]1OCC[C@@H]1C homo_energy_ev=-9.54
C -1.678984 -0.511934 0.910395 0.2199 0.0124 -0.0966 -0.04
C -1.026683 0.033833 -0.367549 0.1831 1.1724 0.2183 -0.48
O -0.884237 -0.883390 -1.408799 2.3699 -0.9989 0.0510 -0.13
C 0.706973 -1.476236 -1.328870 -2.6345 0.9980 -0.1240 -0.05
C 1.484985 -0.510290 -0.471499 -1.8759 2.0187 0.6199 -0.10
C 0.295393 0.734092 -0.261051 2.4174 -1.4778 0.1250 -0.29
C 0.470513 1.629309 0.962835 0.4404 -0.2221 -0.0233 -0.08
H -0.987741 -1.128044 1.499086 -0.0490 0.0199 -0.1184 0.08
H -2.020559 0.314337 1.548937 0.1187 -0.1889 -0.1317 0.08
H -2.552815 -1.127156 0.664847 0.2142 0.1640 -0.0717 0.08
H -1.506679 1.010726 -0.634640 -1.2576 -1.2377 -0.5865 0.15
H 0.546482 -2.474478 -0.917326 0.1739 0.2297 -0.0826 0.10
H 0.991452 -1.508757 -2.384358 -0.1595 0.0081 0.3255 0.10
H 1.798914 -0.910929 0.504983 -0.1978 0.0871 -0.3944 0.10
H 2.332156 -0.015609 -0.969622 -0.2737 -0.4343 0.1139 0.10
H 0.403319 1.278404 -1.210970 0.0287 0.0822 0.3902 0.13
H 1.404817 2.176358 0.845412 0.0815 0.0717 0.2576 0.07
H -0.315779 2.379228 1.170286 0.1112 -0.4723 -0.5112 0.09
H 0.538473 0.990537 1.847903 0.0890 0.1679 0.0390 0.07

---

Record 6
19
Properties=species:S:1:pos:R:3:forces:R:3:lowdin_charge:R:1 method="wB97M-V/def2-TZVPD" total_charge=0 energy_ev=-8463.381 e_above_lowest_kj_mol=93.90 orbital_gap_ev=11.135 smiles=C[C@@H]1C[C@@H]1[C@@H](C)O homo_energy_ev=-10.09
C -0.443728 2.161280 0.078542 -0.0525 0.0001 -0.0016 -0.07
C 0.750325 1.303139 -0.286919 0.0394 0.1174 0.0581 -0.30
C 0.702344 0.395060 -1.483633 -0.0194 -0.0261 -0.1890 -0.08
C 0.754872 -0.196925 -0.103619 0.0493 -0.1051 0.1195 -0.23
C -0.442829 -0.907046 0.486205 -0.0053 -0.0640 -0.3676 -0.44
C -0.404221 -2.408017 0.259453 0.0171 -0.0449 -0.0114 -0.04
O -0.493824 -0.705838 1.891389 -0.0158 0.2642 0.1516 -0.03
H -1.388435 1.619427 -0.035407 0.1481 0.0859 0.0014 0.07
H -0.497462 3.044725 -0.566640 0.0262 -0.1039 0.0893 0.08
H -0.383393 2.516858 1.115282 -0.0011 -0.0560 -0.1511 0.08
H 1.708653 1.788424 -0.108978 -0.1448 -0.0978 -0.0383 0.13
H -0.242852 0.330643 -2.020299 0.1254 0.0073 0.1141 0.11
H 1.581403 0.316955 -2.117164 -0.1520 0.0034 0.1106 0.10
H 1.703923 -0.634563 0.205195 -0.1348 0.0769 -0.0514 0.15
H -1.360227 -0.512544 0.017098 0.1355 -0.0444 0.0922 0.13
H -0.407915 -2.637835 -0.810984 0.0022 0.0429 0.1482 0.08
H -1.274958 -2.878301 0.726538 0.1208 0.0587 -0.0808 0.08
H 0.498097 -2.834274 0.710517 -0.1029 0.0638 -0.0665 0.09
H -0.359774 0.238832 2.043423 -0.0352 -0.1782 0.0727 0.08